DFT (ωB97M-V/def2-TZVPD) results for C19H10F9IrN4O7S as an isolated structure.

Each line ends with the Löwdin spin population.
CARTESIAN COORDINATES (ANGSTROEM)
1 Ir 1.1945 -0.4147 0.0889  0.921
2 O -0.6663 3.8764 4.3830  -0.001
3 C -0.2655 2.8681 3.5756  -0.001
4 C 1.0707 2.4791 3.4829  0.001
5 C 1.4021 1.4636 2.6046  0.002
6 N 0.4946 0.8742 1.8540  0.043
7 C -0.7871 1.1881 1.9599  0.002
8 C -1.2166 2.1850 2.8181  0.001
9 C -1.7413 0.3375 1.0971  0.006
10 O -2.9318 0.3689 1.3660  0.009
11 O -1.1748 -0.3359 0.1993  0.080
12 C 2.8501 0.9229 2.4482  0.008
13 O 3.6858 1.3511 3.2270  0.014
14 O 2.9891 0.0857 1.5264  0.129
15 H 0.0983 4.2691 4.8233  0.000
16 H 1.8479 2.9534 4.0609  0.001
17 H -2.2635 2.4352 2.8785  0.001
18 N 2.9155 -1.7480 -3.8668  -0.005
19 C 2.4163 -1.6376 -2.6077  -0.014
20 S 3.2772 -0.6630 -1.4816  -0.072
21 N 1.3814 -2.3790 -2.3148  -0.025
22 N 0.8555 -2.3521 -1.1003  -0.060
23 C -0.0833 -3.2288 -0.8665  0.013
24 C -0.7997 -3.3789 0.3316  -0.010
25 C -1.8768 -4.2859 0.3511  0.006
26 C -2.7368 -4.3602 1.4105  -0.012
27 C -2.5642 -3.4915 2.5042  0.007
28 C -1.4977 -2.6476 2.5580  -0.011
29 C -0.5110 -2.6001 1.5196  0.007
30 O 0.5493 -1.9382 1.6861  -0.037
31 H 3.4627 -0.9739 -4.2020  -0.001
32 H 2.3318 -2.2234 -4.5363  -0.001
33 H -0.3519 -3.8848 -1.6965  -0.002
34 H -2.0324 -4.9038 -0.5225  0.000
35 H -3.5687 -5.0501 1.3982  -0.001
36 H -3.2972 -3.4807 3.3005  0.001
37 H -1.3636 -1.9653 3.3837  -0.001
38 F 1.5471 1.2383 -4.2289  0.000
39 C 0.2701 1.3534 -3.8424  0.000
40 F -0.2717 0.1441 -4.0063  0.000
41 F -0.3214 2.1522 -4.7452  0.000
42 C 0.1819 1.8489 -2.3604  0.001
43 O 0.9599 1.1095 -1.5992  0.000
44 C 0.6985 3.3258 -2.3342  0.000
45 F 0.0617 4.1609 -3.1743  0.000
46 F 1.9897 3.3837 -2.6647  0.000
47 F 0.5855 3.8637 -1.1188  0.000
48 C -1.3320 1.8948 -1.9730  0.000
49 F -1.5021 2.3501 -0.7323  0.000
50 F -1.9311 0.7197 -2.0968  0.000
51 F -2.0282 2.7404 -2.7662  0.000

Cartesian forces, eV/Å:
Ir -1.79 -2.43 -0.23
O -0.09 0.08 0.04
C 0.32 -0.37 -0.29
C -0.24 -0.15 -0.08
C 0.93 0.14 0.26
N 0.44 -0.02 -1.55
C -0.57 -0.04 -0.10
C 0.07 -0.02 0.04
C -0.28 0.84 1.03
O -0.07 0.08 -0.02
O 1.72 -0.72 -0.73
C -1.03 1.27 0.86
O 0.26 -0.04 0.08
O -0.24 -1.07 -1.48
H -0.06 -0.12 -0.10
H 0.18 -0.04 0.08
H -0.11 -0.09 -0.02
N 0.41 0.11 -0.20
C -1.60 -1.13 0.69
S -1.38 0.48 2.15
N 1.35 -0.03 -2.34
N -0.84 2.15 1.18
C 0.97 0.60 -0.12
C -0.36 0.36 1.51
C 0.18 0.32 -0.12
C -0.29 -0.05 0.32
C -0.15 -0.37 -0.34
C 0.82 0.30 -0.24
C -2.05 -1.59 -0.95
O 2.71 2.32 -0.57
H -0.10 0.01 -0.07
H -0.02 0.08 0.08
H 0.33 0.14 0.05
H -0.06 -0.07 -0.10
H -0.03 -0.02 -0.04
H 0.01 -0.02 0.04
H 0.07 0.03 0.13
F 0.33 0.07 0.11
C 0.09 -0.27 -0.54
F -0.11 -0.28 0.26
F -0.13 0.18 0.01
C -0.89 0.41 -0.24
O 1.14 -1.28 1.48
C 0.17 0.50 -0.09
F -0.09 0.04 -0.10
F 0.29 -0.19 -0.04
F -0.01 -0.10 0.37
C -0.46 0.22 -0.35
F 0.12 -0.13 0.30
F 0.13 -0.22 0.13
F -0.01 0.13 -0.16

Output
Energy, Eh: -2877.1250
E_LUMO (alpha / beta), eV: 0.0990 / 0.5705
2S+1: 2
Charge: -1
⟨S²⟩: 0.838